1.
DFT (ωB97M-V/def2-TZVPD) results for a cluster of 2 separate species, F2HN in total at a distorted geometry.

## Properties
* spin multiplicity: 3
* E_tot: -6933.253 eV
* expectation value of S²: 2.00

Each line ends with the Löwdin spin population.
Element x y z (Å)
N 0.22558 -0.09850 0.49288  0.90
F 0.62188 1.07691 -0.20654  0.14
F 0.71310 -1.09509 -0.19982  0.18
H -1.56055 0.11669 -0.08652  0.78

***

2.
DFT (ωB97M-V/def2-TZVPD) results for a cluster of 2 separate species, C4H10O2 in total.

## Properties
* spin multiplicity: 1
* SMILES: C=CO.CCO
* E_tot: -8403.930 eV

Each line ends with the Mulliken charge.
Element x y z (Å)
C -3.16090 0.45918 0.32486  -0.63
C -2.36437 0.44169 -0.71878  -0.01
O -1.16806 -0.23391 -0.79639  -0.44
H -4.08823 0.99065 0.16858  0.22
H -2.96816 -0.01423 1.27129  0.28
H -2.68027 0.94660 -1.62817  0.30
H -0.44140 0.40958 -0.89850  0.32
C 1.65981 -0.88043 1.04475  -0.97
C 2.08793 -0.33951 -0.30285  -0.24
O 1.41213 0.88708 -0.60671  -0.62
H 1.78660 -0.12812 1.82600  0.28
H 2.24909 -1.76012 1.30084  0.32
H 0.60908 -1.17332 1.02994  0.27
H 3.18029 -0.19394 -0.31485  0.40
H 1.86010 -1.04045 -1.11051  0.22
H 2.02636 1.62924 -0.58950  0.31

***

3.
DFT (ωB97M-V/def2-TZVPD) results for a structure of composition C13H17MoN2O3Te4.

## Properties
* total charge: +1
* spin multiplicity: 3
* E_tot: -53902.379 eV
* expectation value of S²: 2.06

Each line ends with the Löwdin spin population.
Element x y z (Å)
Mo 0.34320 -0.32851 0.21685  1.77
Te 1.52520 1.47800 -1.40469  -0.06
Te 3.09239 -0.71330 -1.19508  0.00
Te 3.03734 -1.11209 1.50608  0.02
Te 0.68126 -2.35084 2.04034  0.06
C -1.63128 0.16000 0.23898  -0.02
C -2.81062 0.44917 0.13233  0.07
C -4.19743 0.78671 -0.00065  0.01
C -5.17356 -0.21044 -0.02106  0.01
C -6.50784 0.13001 -0.16306  0.00
C -6.87763 1.46248 -0.29142  0.00
C -5.91026 2.45861 -0.27155  0.00
C -4.57534 2.12565 -0.12259  0.01
H -4.87858 -1.24606 0.08564  0.00
H -7.26030 -0.64667 -0.17301  0.00
H -7.92082 1.72434 -0.40523  0.00
H -6.19716 3.49660 -0.37062  0.00
H -3.81391 2.89401 -0.10520  0.00
N -0.28926 3.90859 3.86091  0.00
C 0.37397 2.63376 3.62995  0.00
C 0.14111 2.19507 2.19352  0.01
O -0.46562 3.04732 1.42457  0.01
O 0.54149 1.10284 1.81813  0.03
H 0.30723 4.58854 4.30963  0.00
H -1.13391 3.81182 4.40666  0.00
H -0.68651 3.79816 2.03522  0.00
H 0.06307 1.82006 4.28556  0.00
H 1.45764 2.72630 3.73364  0.00
C -1.60952 -0.83398 -3.41916  0.00
N -1.56320 -2.20726 -2.90636  0.02
C -2.31139 -3.24261 -3.62096  0.00
C -0.85362 -2.49249 -1.84379  0.01
O -0.16189 -1.64413 -1.24644  0.04
H -2.48225 -0.75208 -4.06006  0.00
H -0.70432 -0.62252 -3.98854  0.00
H -1.68183 -0.14289 -2.58142  0.00
H -2.00270 -3.25072 -4.66458  0.00
H -3.37589 -3.02518 -3.55190  0.00
H -2.09963 -4.21133 -3.17659  0.00
H -0.85976 -3.52349 -1.48209  0.00